C2H7N2O2 | ωB97M-V/def2-TZVPD

Each line ends with the natural charge from an NBO analysis.
Element x y z (Å)
N 0.84986 -1.13662 0.67297  -0.88
C -0.40620 -1.17961 1.37398  -0.05
N -0.26326 -1.42226 2.80808  -0.85
H 1.42785 -0.43841 1.13018  0.34
H 0.72375 -0.72563 -0.25281  0.42
H -1.10794 -1.90201 0.95291  0.15
H -0.98882 -0.24525 1.27501  0.16
H 0.13565 -0.59188 3.22714  0.34
H 0.36401 -2.20385 2.95669  0.34
O -0.32745 1.79194 -2.88534  -0.76
C -0.42094 1.40619 -1.71501  0.65
O 0.43512 0.94697 -0.92822  -0.82
H -1.44065 1.66938 -1.21928  -0.03

Values from the calculation:
Orbital gap   0.308 hartree
Total charge   -1
Energy above the lowest of the compared OMol25 structures with the same formula, charge and spin   68.1 kJ/mol

=====

C6H13N3 | ωB97M-V/def2-TZVPD

Each line ends with the natural charge from an NBO analysis.
Element x y z (Å)
C -1.29329 1.31240 0.63091  -0.45
C -2.58531 -0.99983 0.03018  -0.20
C 0.19511 0.33687 -1.00966  -0.07
C 1.36752 1.11294 -0.56104  -0.44
C 1.89580 -0.44717 -0.01515  -0.06
C 0.92319 -0.99048 -0.93118  -0.47
H -0.41786 2.05606 1.62251  0.23
H -1.54966 1.69090 -0.61272  0.23
H -2.29824 0.95166 1.45551  0.23
H -3.23315 -0.37077 0.82185  0.18
H -3.06587 -1.86694 -0.44275  0.18
H -0.37206 0.83779 -1.91452  0.18
H 2.13615 1.54148 -1.41255  0.24
H 1.28288 1.56244 0.38403  0.21
H 2.86431 -0.71513 -0.26388  0.19
H 1.98262 -0.11121 2.06974  0.34
H 0.91597 -1.04289 1.50891  0.34
H 1.40785 -1.40720 -1.93364  0.22
H 0.02202 -1.63569 -0.56065  0.28
N -0.81335 0.14242 0.07968  -0.34
N -1.33585 -0.96561 -0.28177  -0.23
N 1.97123 -0.99206 1.33621  -0.78

Values from the calculation:
Orbital gap   0.320 hartree
Total charge   0
Energy above the lowest of the compared OMol25 structures with the same formula, charge and spin   1068.4 kJ/mol

=====

C13H40O8 | ωB97M-V/def2-TZVPD

Each line ends with the natural charge from an NBO analysis.
Element x y z (Å)
C -1.57233 4.64561 -1.12440  -0.43
C -2.86611 4.04533 -0.56422  -0.43
C -2.43679 2.55632 -0.57556  -0.06
O -1.69968 2.40784 -1.75004  -0.56
C -1.12657 3.68626 -2.20154  -0.06
H -0.76840 4.63510 -0.38825  0.19
H -1.49030 5.65507 -1.52746  0.22
H -3.62531 4.25346 -1.31825  0.20
H -3.28242 4.41535 0.37268  0.22
H -3.37510 2.00162 -0.57265  0.21
H -1.92961 2.30526 0.35609  0.16
H -1.62033 4.01125 -3.11738  0.18
H -0.04875 3.76629 -2.34274  0.19
O -1.21960 -0.56902 0.18972  -0.98
H -1.55101 -1.22279 0.80570  0.49
H -0.61324 -0.03808 0.70642  0.48
O -2.07695 -2.37154 2.12473  -0.96
H -2.39075 -2.28596 3.02512  0.49
H -2.03813 -3.31593 1.97278  0.49
O -2.24368 0.10167 -2.33372  -1.00
H -1.86316 -0.43346 -1.63697  0.48
H -1.89783 0.98098 -2.17698  0.48
O -4.95670 -2.00314 1.41606  -0.95
H -4.02966 -1.88577 1.62420  0.47
H -4.96393 -2.27826 0.49918  0.47
C 3.38434 2.78745 -2.07598  -0.61
C 2.33524 2.24509 -1.14498  0.10
C 1.63425 1.00238 -1.66899  -0.65
O 3.01703 1.97508 0.04091  -0.74
H 3.87669 3.56315 -1.48951  0.22
H 2.81955 3.14661 -2.93633  0.20
H 4.10836 2.04430 -2.41007  0.21
H 1.62479 3.05086 -0.95936  0.14
H 0.66153 0.74401 -1.25050  0.22
H 2.32520 0.17969 -1.48473  0.21
H 1.48388 1.17418 -2.73484  0.21
H 2.45626 1.36602 0.52721  0.48
C 0.10714 -3.47396 -0.70458  -0.63
C 0.08073 -4.85037 -1.45380  0.09
C 1.45868 -5.30653 -1.86808  -0.62
O -0.25375 -5.71565 -0.38751  -0.74
H 1.00632 -3.40804 -0.09188  0.21
H -0.67926 -3.23483 0.01125  0.19
H 0.28156 -2.66310 -1.41190  0.23
H -0.73278 -5.06229 -2.14765  0.18
H 2.16704 -5.16324 -1.05211  0.21
H 1.85043 -4.69186 -2.67860  0.21
H 1.52977 -6.34534 -2.19038  0.22
H -0.89362 -5.30190 0.19634  0.45
C 2.94861 -0.32463 3.05295  -0.64
C 1.43020 -0.29411 2.86223  0.09
C 0.71527 -0.23376 4.20094  -0.64
O 1.16679 0.89031 2.07899  -0.76
H 3.46417 0.03531 2.16255  0.23
H 3.25255 -1.37124 3.07360  0.22
H 3.28351 0.29357 3.88583  0.21
H 1.07277 -1.11728 2.24358  0.18
H -0.36521 -0.18219 4.06643  0.21
H 1.09067 0.61037 4.77950  0.21
H 0.85287 -1.09665 4.85260  0.23
H 1.12476 1.66513 2.64433  0.48

Values from the calculation:
Orbital gap   0.343 hartree
Total charge   0
Structure (SMILES)   C1CCOC1.CC(C)O.CC(C)O.CC(C)O.O.O.O.O
Energy above the lowest of the compared OMol25 structures with the same formula, charge and spin   0.0 kJ/mol

=====

C4H12NO | ωB97M-V/def2-TZVPD

Each line ends with the natural charge from an NBO analysis.
Element x y z (Å)
C 1.98210 -0.57133 -0.93441  -0.64
C 0.83738 -0.14876 0.01182  -0.03
C 1.07167 0.54087 1.32181  -0.43
C 0.53147 1.45069 0.21578  -0.22
O -1.73869 0.32204 1.15825  -0.63
N -2.25131 -1.04836 -1.05606  -0.83
H 2.34934 -1.55606 -0.60106  0.29
H 2.83958 0.14548 -0.94829  0.24
H 1.56269 -0.71503 -1.92614  0.26
H -0.06921 -0.81621 0.07375  0.28
H 0.31919 0.23889 2.08105  0.28
H 2.03171 0.71903 1.77193  0.28
H -0.55304 1.67287 0.10933  0.30
H 1.21524 2.20447 -0.18686  0.25
H -2.45743 0.22740 1.82268  0.47
H -2.23657 -0.74675 -0.10195  0.37
H -2.46744 -0.19814 -1.55563  0.38
H -2.96669 -1.72109 -1.25599  0.39

Values from the calculation:
Orbital gap   0.169 hartree
Total charge   +1
Energy above the lowest of the compared OMol25 structures with the same formula, charge and spin   878.2 kJ/mol

=====

C17H27INO4P | ωB97M-V/def2-TZVPD

Each line ends with the natural charge from an NBO analysis.
Element x y z (Å)
C -5.64250 -1.48017 0.92274  -0.61
C -4.30070 -2.11529 0.56420  -0.43
C -3.33210 -1.09042 -0.06221  -0.36
I -3.63530 -0.99593 -2.18325  0.12
C -1.89709 -1.26746 0.34352  0.01
C -1.42750 -0.83111 1.51527  -0.48
P -2.39372 0.10285 2.72040  1.52
O -2.72477 1.48227 2.29321  -1.07
C 0.03600 -1.01181 1.80518  0.51
O 0.46181 -1.13594 2.93139  -0.51
C 0.94065 -1.01641 0.60123  0.26
O 2.21454 -0.61058 0.76930  -0.51
C 2.38004 0.66114 1.42994  -0.07
C 3.36735 1.56415 0.66594  -0.23
C 4.19001 0.81586 -0.38386  -0.60
C 2.65794 2.79693 0.06817  -0.21
C 2.12290 3.71843 1.17830  -0.61
C 1.57312 2.40463 -0.94262  -0.61
C 0.49175 -1.50922 -0.55568  -0.12
C 1.36066 -1.58051 -1.78142  -0.44
C 0.65516 -1.87951 -3.10217  -0.23
N 0.05567 -0.63628 -3.60639  -0.84
C -0.90821 -2.01412 -0.52585  0.60
O -1.27254 -3.00393 -1.11388  -0.52
H -5.94054 -0.76800 0.14891  0.22
H -6.42908 -2.23093 0.98956  0.22
H -5.59651 -0.92956 1.86381  0.21
H -4.47334 -2.92110 -0.14906  0.23
H -3.81532 -2.55442 1.43928  0.21
H -3.61084 -0.07743 0.23557  0.26
H -3.50431 -0.71536 2.98874  -0.09
H -1.61283 -0.02424 3.87414  -0.06
H 2.71402 0.47667 2.45130  0.20
H 1.40299 1.14754 1.49421  0.18
H 4.07788 1.93990 1.40979  0.21
H 3.61575 0.61749 -1.28812  0.20
H 4.55609 -0.13754 -0.00341  0.22
H 5.06098 1.41510 -0.65633  0.21
H 3.42338 3.34222 -0.49443  0.20
H 1.14189 4.12562 0.92757  0.21
H 2.79815 4.55367 1.36521  0.22
H 1.99256 3.18444 2.12298  0.20
H 2.00464 2.07158 -1.88784  0.21
H 0.93502 1.59161 -0.58041  0.20
H 0.92128 3.25143 -1.16062  0.22
H 2.19302 -2.26923 -1.61162  0.23
H 1.81118 -0.58711 -1.87229  0.23
H -0.14222 -2.60837 -2.97069  0.22
H 1.38087 -2.32504 -3.79160  0.17
H -0.64009 -0.84981 -4.31220  0.36
H 0.76226 -0.08665 -4.08387  0.35

Values from the calculation:
Orbital gap   0.296 hartree
Total charge   0
Structure (SMILES)   CC[C@H](I)C1=C([PH2]=O)C(=O)C(OC[C@@H](C)C(C)C)=C(CCN)C1=O

=====

C4H9N2O2 | ωB97M-V/def2-TZVPD

Each line ends with the natural charge from an NBO analysis.
Element x y z (Å)
O 0.01965 -1.42696 -1.02762  -0.78
C 0.33466 -0.87208 0.06246  0.58
N 1.55703 -0.74229 0.49522  -0.95
C 3.56771 0.94620 -0.67359  0.28
O 3.89275 2.09095 -0.40370  -0.59
C -0.86426 -0.35032 0.89425  -0.34
N -2.18459 -0.77322 0.38969  -0.66
C -2.78345 0.25402 -0.42761  -0.41
H 1.81725 -0.22454 1.32197  0.32
H 4.13149 0.13876 -0.19545  0.13
H 2.75750 0.83166 -1.40309  0.15
H -0.75732 -0.82225 1.88610  0.18
H -0.77713 0.71789 1.09247  0.18
H -1.85957 -1.54885 -0.17614  0.39
H -2.09726 0.70389 -1.16103  0.17
H -3.72941 -0.05712 -0.86798  0.18
H -3.02502 1.13427 0.19406  0.16

Values from the calculation:
Orbital gap   0.289 hartree
Total charge   -1
Energy above the lowest of the compared OMol25 structures with the same formula, charge and spin   224.5 kJ/mol

=====

C11H24AsClN2O7STm | ωB97M-V/def2-TZVPD

Each line ends with the natural charge from an NBO analysis.
Element x y z (Å)
Tm 1.84717 0.20279 0.67099  1.83
C -1.65301 -0.40468 4.24344  -0.64
C -1.37247 -1.28174 3.02285  0.17
C -2.65458 -1.29561 2.05316  -0.62
O -1.09375 -2.62694 3.45092  -0.73
C -0.16436 -0.84011 2.13337  0.79
O 0.50738 0.19207 2.42935  -0.78
O -0.06705 -1.43722 1.01738  -0.72
H -2.12456 -0.97078 5.06987  0.24
H -2.27572 0.44916 3.94306  0.20
H -0.69212 -0.00141 4.66448  0.23
H -3.53800 -1.72785 2.53998  0.22
H -2.46009 -1.86378 1.15549  0.23
H -2.87351 -0.23662 1.83484  0.20
H -1.76328 -3.32491 3.28418  0.49
S 2.22078 2.70466 -0.10772  -0.30
C 0.62248 3.31509 -0.47350  0.38
N 0.18680 3.29709 -1.73611  -0.56
C -1.20892 3.49149 -2.13528  -0.23
C -2.16780 3.12744 -0.94458  -0.42
C -1.71766 3.73298 0.40003  -0.22
N -0.24443 3.70840 0.50981  -0.57
H 0.81311 2.88324 -2.43009  0.43
H -1.50897 2.90194 -2.96553  0.23
H -1.38166 4.55085 -2.36404  0.22
H -2.18815 2.04428 -0.85030  0.22
H -3.18633 3.54124 -1.15011  0.25
H -2.07790 3.11258 1.24811  0.23
H -2.03310 4.78946 0.52039  0.22
H 0.22440 3.72643 1.41809  0.43
C -0.41205 -1.66913 -3.02503  -0.89
As 1.41805 -1.51452 -2.15066  0.77
C 2.47433 -1.86555 -3.81760  -0.90
C 1.43459 -3.45410 -1.53167  -0.89
H -0.40129 -2.45920 -3.74373  0.23
H -0.77099 -0.74862 -3.50846  0.22
H -1.11348 -1.94252 -2.24311  0.23
H 1.92630 -2.43856 -4.54191  0.23
H 3.49809 -2.24034 -3.54490  0.24
H 2.58222 -0.89688 -4.29425  0.22
H 0.43966 -3.90119 -1.65211  0.23
H 1.63833 -3.50954 -0.43701  0.25
H 2.12051 -4.03590 -2.12917  0.23
O 3.24904 -0.11415 2.27359  -0.81
Cl 3.95076 -1.06959 1.22729  2.39
O 4.17402 -0.13271 0.16744  -0.77
O 5.07627 -1.80214 1.63777  -0.64
O 2.74091 -1.96489 0.86097  -0.77

Values from the calculation:
Orbital gap (alpha / beta)   0.344 / 0.343 hartree
Total charge   +1
⟨S²⟩   2.002
Energy above the lowest of the compared OMol25 structures with the same formula, charge and spin   30.8 kJ/mol
Multiplicity   3

=====

Question: Which value of total charge does entry 5 give?
Answer: 0